The following is a DFT calculation (ωB97M-V/def2-TZVPD) of 2 unconnected molecules or ions with the total composition C10H16 in a non-equilibrium geometry.

Structure (ORCA input):
```
! wB97M-V def2-TZVPD RIJCOSX def2/J DEFGRID3
* xyz 1 2
C -3.483 0.077 1.874
C -2.272 -0.890 2.085
H -3.431 0.451 0.849
H -4.412 -0.412 2.138
H -3.319 0.920 2.545
H -2.273 -1.694 1.356
H -1.358 -0.340 2.288
H -2.526 -1.351 3.049
C 0.710 1.996 -0.152
C -0.226 2.819 -1.024
C 0.925 0.568 -0.461
C -0.124 -0.376 -0.339
C 2.261 0.100 -0.750
C 0.099 -1.714 -0.601
C 2.526 -1.227 -0.788
C 1.421 -2.117 -0.845
H 1.681 2.514 -0.086
H 0.512 2.071 0.936
H -0.165 2.482 -2.057
H -1.116 -0.081 -0.046
H 3.073 0.800 -0.908
H -0.740 -2.384 -0.484
H 3.463 -1.743 -0.622
H 1.579 -3.191 -0.832
H -0.013 3.882 -0.993
H -1.228 2.708 -0.611
*
```

Calculated values
Relative energy (zero: lowest compared OMol25 entry of this formula, charge and spin) ... 67.50 kJ/mol
Expectation value of S² ... 0.77
LUMO (alpha / beta) ... -4.25 / -8.17 eV
Gap between HOMO and LUMO (alpha / beta) ... 10.42 / 6.49 eV
E ... -390.28419 a.u.